Density functional theory data (wB97M-V/def2-TZVPD) for a cluster of 20 separate species, C120H80O80 in total in a non-equilibrium geometry.

Kohn-Sham gap	7.17	eV
energy above the lowest of the compared OMol25 structures with the same formula, charge and spin	2.186	eV
calculated total energy	-289522.81886	eV
LUMO energy	-2.268	eV

Last columns: bonded neighbours and bond lengths (Å).
Geometry (Å):
1 C 27.458 19.936 20.875  C2 1.365, C7 1.448, H11 1.098
2 C 27.333 21.226 21.301  C1 1.365, C3 1.464, O10 1.339
3 C 27.641 22.248 20.300  C2 1.464, O4 1.257, C5 1.456
4 O 27.655 23.446 20.682  C3 1.257
5 C 28.031 21.873 18.948  C3 1.456, C6 1.329, H12 1.090
6 C 28.013 20.622 18.501  C5 1.329, C7 1.473, O9 1.347
7 C 27.742 19.576 19.501  C1 1.448, C6 1.473, O8 1.245
8 O 27.762 18.376 19.168  C7 1.245
9 O 28.070 20.217 17.217  C6 1.347, H13 0.994
10 O 26.822 21.578 22.487  C2 1.339, H14 0.966
11 H 27.252 19.057 21.501  C1 1.098
12 H 28.190 22.685 18.240  C5 1.090
13 H 27.992 19.228 17.270  O9 0.994
14 H 26.941 22.536 22.520  O10 0.966
15 C 17.811 11.906 16.293  C16 1.356, C21 1.477, H25 1.088
16 C 18.534 13.052 16.344  C15 1.356, C17 1.513, O24 1.365
17 C 17.903 14.272 15.708  C16 1.513, O18 1.216, C19 1.461
18 O 18.531 15.313 15.743  C17 1.216
19 C 16.596 14.119 15.075  C17 1.461, C20 1.318, H26 1.095
20 C 15.903 12.999 15.019  C19 1.318, C21 1.490, O23 1.358
21 C 16.466 11.795 15.692  C15 1.477, C20 1.490, O22 1.194
22 O 15.866 10.762 15.678  C21 1.194
23 O 14.641 12.923 14.523  C20 1.358, H27 0.977
24 O 19.746 13.199 16.953  C16 1.365, H28 0.973
25 H 18.119 11.004 16.818  C15 1.088
26 H 16.214 14.999 14.547  C19 1.095
27 H 14.287 12.031 14.707  O23 0.977
28 H 20.005 14.136 16.908  O24 0.973
29 C 16.504 16.225 18.004  C30 1.354, C35 1.497, H39 1.101
30 C 15.267 15.676 17.958  C29 1.354, C31 1.440, O38 1.379
31 C 14.157 16.393 17.387  C30 1.440, O32 1.217, C33 1.512
32 O 13.096 15.799 17.350  C31 1.217
33 C 14.292 17.857 17.031  C31 1.512, C34 1.322, H40 1.054
34 C 15.440 18.487 17.209  C33 1.322, C35 1.506, O37 1.349
35 C 16.638 17.657 17.589  C29 1.497, C34 1.506, O36 1.245
36 O 17.707 18.271 17.762  C35 1.245
37 O 15.669 19.810 17.078  C34 1.349, H41 0.975
38 O 15.004 14.363 18.287  C30 1.379, H42 0.995
39 H 17.397 15.726 18.409  C29 1.101
40 H 13.382 18.239 16.662  C33 1.054
41 H 16.634 19.947 17.088  O37 0.975
42 H 14.030 14.200 18.170  O38 0.995
43 C 20.341 12.961 26.054  C44 1.318, C49 1.437, H53 1.066
44 C 20.977 13.876 26.756  C43 1.318, C45 1.464, O52 1.377
45 C 22.041 14.645 26.108  C44 1.464, O46 1.224, C47 1.478
46 O 22.687 15.469 26.742  C45 1.224
47 C 22.278 14.396 24.670  C45 1.478, C48 1.352, H54 1.095
48 C 21.643 13.431 23.968  C47 1.352, C49 1.463, O51 1.387
49 C 20.601 12.681 24.669  C43 1.437, C48 1.463, O50 1.264
50 O 19.891 11.856 24.025  C49 1.264
51 O 21.820 13.259 22.603  C48 1.387, H55 0.983
52 O 20.779 14.141 28.093  C44 1.377, H56 0.996
53 H 19.628 12.349 26.555  C43 1.066
54 H 23.005 15.023 24.142  C47 1.095
55 H 21.046 12.747 22.277  O51 0.983
56 H 21.452 14.809 28.398  O52 0.996
57 C 27.255 11.829 20.510  C58 1.324, C63 1.475, H67 1.075
58 C 27.684 10.653 20.079  C57 1.324, C59 1.493, O66 1.379
59 C 26.728 9.506 20.084  C58 1.493, O60 1.215, C61 1.473
60 O 27.070 8.436 19.622  C59 1.215
61 C 25.391 9.740 20.657  C59 1.473, C62 1.349, H68 1.091
62 C 24.979 10.899 21.211  C61 1.349, C63 1.474, O65 1.375
63 C 25.974 11.986 21.225  C57 1.475, C62 1.474, O64 1.191
64 O 25.667 12.985 21.794  C63 1.191
65 O 23.749 11.166 21.764  C62 1.375, H69 0.959
66 O 28.852 10.341 19.415  C58 1.379, H70 1.000
67 H 27.922 12.672 20.524  C57 1.075
68 H 24.705 8.893 20.632  C61 1.091
69 H 23.769 12.070 22.084  O65 0.959
70 H 28.785 9.361 19.226  O66 1.000
71 C 17.651 12.610 19.867  C72 1.349, C77 1.467, H81 1.089
72 C 16.768 11.677 20.279  C71 1.349, C73 1.464, O80 1.354
73 C 16.558 11.513 21.718  C72 1.464, O74 1.214, C75 1.515
74 O 16.042 10.486 22.111  C73 1.214
75 C 17.101 12.576 22.649  C73 1.515, C76 1.379, H82 1.090
76 C 17.927 13.570 22.164  C75 1.379, C77 1.448, O79 1.357
77 C 18.222 13.635 20.748  C71 1.467, C76 1.448, O78 1.232
78 O 18.899 14.549 20.277  C77 1.232
79 O 18.517 14.498 22.958  C76 1.357, H83 0.960
80 O 16.293 10.698 19.472  C72 1.354, H84 0.981
81 H 18.014 12.735 18.848  C71 1.089
82 H 16.891 12.322 23.688  C75 1.090
83 H 18.641 15.349 22.533  O79 0.960
84 H 15.709 10.208 20.089  O80 0.981
85 C 24.484 20.217 25.973  C86 1.365, C91 1.459, H95 1.080
86 C 24.763 19.136 25.187  C85 1.365, C87 1.474, O94 1.330
87 C 24.325 19.187 23.781  C86 1.474, O88 1.258, C89 1.473
88 O 24.516 18.196 23.030  C87 1.258
89 C 23.453 20.284 23.327  C87 1.473, C90 1.370, H96 1.095
90 C 23.131 21.335 24.144  C89 1.370, C91 1.489, O93 1.329
91 C 23.662 21.339 25.536  C85 1.459, C90 1.489, O92 1.219
92 O 23.472 22.326 26.227  C91 1.219
93 O 22.547 22.453 23.726  C90 1.329, H97 0.991
94 O 25.367 18.033 25.620  C86 1.330, H98 1.006
95 H 24.634 20.259 27.042  C85 1.080
96 H 23.104 20.256 22.290  C89 1.095
97 H 22.411 23.131 24.436  O93 0.991
98 H 25.562 17.426 24.842  O94 1.006
99 C 33.070 19.872 15.748  C100 1.336, C105 1.461, H109 1.089
100 C 32.131 19.392 16.567  C99 1.336, C101 1.516, O108 1.360
101 C 32.230 19.468 18.078  C100 1.516, O102 1.209, C103 1.448
102 O 31.334 19.071 18.786  C101 1.209
103 C 33.493 20.012 18.533  C101 1.448, C104 1.330, H110 1.078
104 C 34.540 20.338 17.780  C103 1.330, C105 1.507, O107 1.349
105 C 34.395 20.169 16.290  C99 1.461, C104 1.507, O106 1.248
106 O 35.347 20.487 15.548  C105 1.248
107 O 35.714 20.847 18.207  C104 1.349, H111 0.978
108 O 30.959 18.859 16.129  C100 1.360, H112 0.966
109 H 32.991 19.928 14.664  C99 1.089
110 H 33.573 20.064 19.607  C103 1.078
111 H 36.229 21.050 17.402  O107 0.978
112 H 30.857 18.818 15.169  O108 0.966
113 C 27.406 11.077 13.764  C114 1.326, C119 1.500, H123 1.070
114 C 28.668 11.175 13.367  C113 1.326, C115 1.480, O122 1.389
115 C 29.271 12.522 13.480  C114 1.480, O116 1.216, C117 1.493
116 O 30.448 12.662 13.209  C115 1.216
117 C 28.457 13.672 13.973  C115 1.493, C118 1.324, H124 1.082
118 C 27.160 13.592 14.225  C117 1.324, C119 1.458, O121 1.343
119 C 26.566 12.265 14.128  C113 1.500, C118 1.458, O120 1.244
120 O 25.359 12.069 14.353  C119 1.244
121 O 26.398 14.614 14.649  C118 1.343, H125 1.002
122 O 29.400 10.164 12.758  C114 1.389, H126 0.982
123 H 26.888 10.144 13.841  C113 1.070
124 H 28.956 14.623 14.104  C117 1.082
125 H 25.501 14.293 14.957  O121 1.002
126 H 30.320 10.509 12.747  O122 0.982
127 C 28.110 14.536 23.624  C128 1.299, C133 1.437, H137 1.090
128 C 29.201 14.498 22.919  C127 1.299, C129 1.479, O136 1.413
129 C 29.186 14.971 21.518  C128 1.479, O130 1.243, C131 1.468
130 O 30.252 15.050 20.882  C129 1.243
131 C 27.921 15.477 20.972  C129 1.468, C132 1.346, H138 1.099
132 C 26.914 15.832 21.792  C131 1.346, C133 1.474, O135 1.368
133 C 26.980 15.294 23.163  C127 1.437, C132 1.474, O134 1.246
134 O 26.053 15.574 23.948  C133 1.246
135 O 25.750 16.411 21.366  C132 1.368, H139 0.982
136 O 30.463 14.078 23.394  C128 1.413, H140 0.967
137 H 28.065 14.182 24.654  C127 1.090
138 H 28.020 15.760 19.915  C131 1.099
139 H 25.312 16.816 22.147  O135 0.982
140 H 31.071 14.188 22.650  O136 0.967
141 C 19.733 20.338 24.029  C142 1.344, C147 1.491, H151 1.082
142 C 20.129 19.279 23.303  C141 1.344, C143 1.481, O150 1.345
143 C 21.000 18.313 24.012  C142 1.481, O144 1.214, C145 1.489
144 O 21.409 17.374 23.360  C143 1.214
145 C 21.376 18.538 25.435  C143 1.489, C146 1.346, H152 1.111
146 C 21.027 19.626 26.148  C145 1.346, C147 1.501, O149 1.349
147 C 20.127 20.599 25.444  C141 1.491, C146 1.501, O148 1.219
148 O 19.923 21.658 26.011  C147 1.219
149 O 21.416 19.986 27.388  C146 1.349, H153 0.946
150 O 19.759 18.934 22.057  C142 1.345, H154 1.000
151 H 19.068 21.138 23.731  C141 1.082
152 H 22.016 17.707 25.798  C145 1.111
153 H 21.045 20.849 27.500  O149 0.946
154 H 20.258 18.129 21.732  O150 1.000
155 C 20.902 9.846 17.361  C156 1.320, C161 1.470, H165 1.081
156 C 20.581 10.101 18.616  C155 1.320, C157 1.433, O164 1.370
157 C 21.350 11.082 19.323  C156 1.433, O158 1.246, C159 1.484
158 O 20.970 11.484 20.439  C157 1.246
159 C 22.491 11.707 18.609  C157 1.484, C160 1.304, H166 1.079
160 C 22.855 11.418 17.391  C159 1.304, C161 1.459, O163 1.367
161 C 22.035 10.461 16.656  C155 1.470, C160 1.459, O162 1.209
162 O 22.257 10.096 15.525  C161 1.209
163 O 23.970 11.983 16.836  C160 1.367, H167 0.984
164 O 19.605 9.463 19.334  C156 1.370, H168 0.968
165 H 20.407 9.085 16.773  C155 1.081
166 H 23.033 12.431 19.197  C159 1.079
167 H 23.840 11.994 15.861  O163 0.984
168 H 19.567 9.883 20.205  O164 0.968
169 C 23.440 22.535 13.941  C170 1.332, C175 1.475, H179 1.070
170 C 22.436 22.935 14.719  C169 1.332, C171 1.482, O178 1.348
171 C 22.518 22.742 16.186  C170 1.482, O172 1.250, C173 1.494
172 O 21.607 23.248 16.875  C171 1.250
173 C 23.616 21.876 16.713  C171 1.494, C174 1.334, H180 1.099
174 C 24.630 21.487 15.938  C173 1.334, C175 1.490, O177 1.337
175 C 24.651 21.915 14.511  C169 1.475, C174 1.490, O176 1.267
176 O 25.633 21.511 13.820  C175 1.267
177 O 25.569 20.638 16.367  C174 1.337, H181 0.972
178 O 21.401 23.626 14.202  C170 1.348, H182 0.975
179 H 23.523 22.738 12.893  C169 1.070
180 H 23.498 21.592 17.768  C173 1.099
181 H 26.210 20.453 15.660  O177 0.972
182 H 20.955 24.003 14.984  O178 0.975
183 C 20.690 13.860 10.782  C184 1.394, C189 1.508, H193 1.073
184 C 21.783 13.983 11.639  C183 1.394, C185 1.468, O192 1.406
185 C 21.801 13.319 12.948  C184 1.468, O186 1.207, C187 1.436
186 O 22.761 13.469 13.665  C185 1.207
187 C 20.647 12.545 13.313  C185 1.436, C188 1.355, H194 1.086
188 C 19.567 12.342 12.522  C187 1.355, C189 1.496, O191 1.339
189 C 19.582 12.900 11.134  C183 1.508, C188 1.496, O190 1.216
190 O 18.623 12.667 10.422  C189 1.216
191 O 18.406 11.711 12.740  C188 1.339, H195 0.984
192 O 22.918 14.720 11.258  C184 1.406, H196 0.993
193 H 20.574 14.514 9.939  C183 1.073
194 H 20.644 12.226 14.351  C187 1.086
195 H 17.905 11.759 11.895  O191 0.984
196 H 23.457 15.052 12.022  O192 0.993
197 C 21.756 19.335 14.651  C198 1.338, C203 1.477, H207 1.085
198 C 22.797 18.601 14.239  C197 1.338, C199 1.514, O206 1.394
199 C 23.105 17.294 14.937  C198 1.514, O200 1.228, C201 1.414
200 O 24.130 16.658 14.707  C199 1.228
201 C 22.218 16.854 15.947  C199 1.414, C202 1.334, H208 1.077
202 C 21.148 17.549 16.337  C201 1.334, C203 1.518, O205 1.345
203 C 20.833 18.898 15.718  C197 1.477, C202 1.518, O204 1.234
204 O 19.868 19.536 16.147  C203 1.234
205 O 20.297 17.077 17.265  C202 1.345, H209 0.982
206 O 23.701 19.070 13.287  C198 1.394, H210 0.972
207 H 21.530 20.302 14.215  C197 1.085
208 H 22.593 15.956 16.410  C201 1.077
209 H 19.625 17.792 17.315  O205 0.982
210 H 24.348 18.375 13.080  O206 0.972
211 C 21.130 23.794 21.287  C212 1.333, C217 1.479, H221 1.052
212 C 20.577 22.744 20.681  C211 1.333, C213 1.463, O220 1.355
213 C 21.437 21.652 20.225  C212 1.463, O214 1.270, C215 1.496
214 O 20.879 20.561 19.892  C213 1.270
215 C 22.925 21.749 20.341  C213 1.496, C216 1.330, H222 1.109
216 C 23.477 22.802 20.936  C215 1.330, C217 1.469, O219 1.360
217 C 22.604 23.920 21.317  C211 1.479, C216 1.469, O218 1.251
218 O 23.186 24.937 21.755  C217 1.251
219 O 24.822 22.991 21.010  C216 1.360, H223 0.973
220 O 19.260 22.433 20.599  C212 1.355, H224 0.959
221 H 20.657 24.484 21.926  C211 1.052
222 H 23.468 20.867 19.942  C215 1.109
223 H 24.992 23.917 21.252  O219 0.973
224 H 19.170 21.555 20.224  O220 0.959
225 C 31.382 13.802 17.389  C226 1.319, C231 1.446, H235 1.058
226 C 30.534 12.839 17.085  C225 1.319, C227 1.483, O234 1.392
227 C 29.071 13.087 17.086  C226 1.483, O228 1.236, C229 1.469
228 O 28.307 12.124 16.963  C227 1.236
229 C 28.586 14.459 17.287  C227 1.469, C230 1.317, H236 1.075
230 C 29.429 15.442 17.528  C229 1.317, C231 1.504, O233 1.365
231 C 30.900 15.145 17.629  C225 1.446, C230 1.504, O232 1.250
232 O 31.687 16.114 17.697  C231 1.250
233 O 29.074 16.755 17.415  C230 1.365, H237 0.985
234 O 30.889 11.495 17.019  C226 1.392, H238 0.972
235 H 32.429 13.677 17.471  C225 1.058
236 H 27.528 14.644 17.242  C229 1.075
237 H 29.864 17.318 17.583  O233 0.985
238 H 30.042 11.027 16.927  O234 0.972
239 C 15.452 16.561 21.106  C240 1.328, C245 1.412, H249 1.092
240 C 14.219 16.944 20.793  C239 1.328, C241 1.435, O248 1.382
241 C 14.005 18.346 20.569  C240 1.435, O242 1.215, C243 1.531
242 O 12.869 18.747 20.412  C241 1.215
243 C 15.240 19.251 20.552  C241 1.531, C244 1.357, H250 1.096
244 C 16.496 18.778 20.754  C243 1.357, C245 1.467, O247 1.352
245 C 16.598 17.381 21.191  C239 1.412, C244 1.467, O246 1.223
246 O 17.708 16.955 21.476  C245 1.223
247 O 17.610 19.543 20.722  C244 1.352, H251 1.004
248 O 13.087 16.150 20.797  C240 1.382, H252 0.965
249 H 15.598 15.507 21.350  C239 1.092
250 H 14.907 20.236 20.205  C243 1.096
251 H 18.273 18.961 21.202  O247 1.004
252 H 12.415 16.761 20.471  O248 0.965
253 C 23.801 15.696 18.834  C254 1.356, C259 1.463, H263 1.079
254 C 24.667 16.733 18.957  C253 1.356, C255 1.467, O262 1.369
255 C 24.112 17.990 19.470  C254 1.467, O256 1.262, C257 1.446
256 O 24.835 19.022 19.532  C255 1.262
257 C 22.712 17.981 19.834  C255 1.446, C258 1.339, H264 1.105
258 C 21.972 16.875 19.978  C257 1.339, C259 1.441, O261 1.391
259 C 22.439 15.657 19.366  C253 1.463, C258 1.441, O260 1.256
260 O 21.741 14.613 19.356  C259 1.256
261 O 20.654 16.958 20.415  C258 1.391, H265 1.006
262 O 25.962 16.475 18.598  C254 1.369, H266 1.013
263 H 24.119 14.860 18.231  C253 1.079
264 H 22.123 18.903 19.990  C257 1.105
265 H 20.225 16.049 20.380  O261 1.006
266 H 26.521 17.319 18.548  O262 1.013
267 C 28.050 17.627 11.768  C268 1.324, C273 1.468, H277 1.086
268 C 27.131 17.697 12.720  C267 1.324, C269 1.470, O276 1.348
269 C 27.465 18.587 13.841  C268 1.470, O270 1.231, C271 1.473
270 O 26.724 18.680 14.820  C269 1.231
271 C 28.774 19.256 13.924  C269 1.473, C272 1.345, H278 1.082
272 C 29.685 19.094 12.947  C271 1.345, C273 1.452, O275 1.415
273 C 29.347 18.315 11.769  C267 1.468, C272 1.452, O274 1.203
274 O 30.021 18.210 10.778  C273 1.203
275 O 30.913 19.793 12.894  C272 1.415, H279 0.973
276 O 25.968 17.015 12.718  C268 1.348, H280 0.986
277 H 27.847 16.968 10.929  C267 1.086
278 H 28.785 19.853 14.825  C271 1.082
279 H 31.431 19.403 12.168  O275 0.973
280 H 25.619 16.829 13.621  O276 0.986